{
  "formula": "C4H7FOS2",
  "method": "ωB97M-V/def2-TZVPD",
  "molar_mass_g_mol": 154.23,
  "lumo_energy_ev": 0.537,
  "smiles": "O[C@@H]1[C@H](S)[C@@]1(S)CF",
  "largest_force_ev_per_a": 2.14,
  "homo_lumo_gap_ev": 9.77,
  "relative_energy_kcal_mol": 3.0,
  "elements": ["O", "C", "C", "S", "C", "S", "C", "F", "H", "H", "H", "H", "H", "H", "H"],
  "xyz": [[-1.2563, 0.8529, 1.4157], [-0.8772, 0.9527, 0.0805], [-0.9796, -0.2387, -0.8053], [-1.7772, -1.6573, -0.0916], [0.3907, 0.2445, -0.3686], [1.3398, -0.5650, 0.8859], [1.3241, 0.9012, -1.4107], [2.1406, 1.8414, -0.7610], [-0.4038, 0.5720, 1.9164], [-1.1773, 1.9114, -0.3302], [-1.2574, -0.1236, -1.8427], [-1.9269, -1.0762, 1.1445], [0.7133, -1.7641, 0.9193], [1.9876, 0.0947, -1.7880], [0.7003, 1.3902, -2.1800]],
  "nbo_charge": [-0.71, 0.08, -0.39, -0.02, -0.28, 0.00, 0.06, -0.37, 0.49, 0.20, 0.25, 0.17, 0.15, 0.19, 0.17]
}


{
  "formula": "C26H43F5P2Sm",
  "method": "ωB97M-V/def2-TZVPD",
  "molar_mass_g_mol": 662.93,
  "spin_multiplicity": 6,
  "charge": 1,
  "lumo_energy_ev": [-4.236, -3.917],
  "largest_force_ev_per_a": 11.17,
  "homo_lumo_gap_ev": [7.02, 7.29],
  "elements": ["Sm", "C", "C", "C", "C", "C", "C", "H", "H", "H", "C", "H", "H", "H", "C", "H", "H", "H", "C", "H", "H", "H", "C", "H", "H", "H", "C", "C", "C", "C", "C", "C", "C", "C", "H", "H", "H", "H", "H", "H", "H", "H", "H", "H", "H", "H", "P", "P", "C", "C", "H", "H", "H", "H", "C", "H", "H", "H", "C", "H", "H", "H", "C", "H", "H", "H", "C", "H", "H", "H", "F", "C", "F", "C", "F", "F", "F"],
  "xyz": [[0.1420, -0.2660, 2.0545], [-0.6277, -2.2003, 2.8619], [0.7516, -2.3318, 2.4283], [0.6707, -0.7390, 4.1383], [-0.6821, -1.2142, 3.8869], [1.5462, -1.4533, 3.2570], [-1.7752, -3.0460, 2.3981], [-1.5566, -3.5276, 1.4417], [-2.6898, -2.4578, 2.2843], [-1.9795, -3.8434, 3.1254], [-1.8977, -0.7562, 4.6298], [-2.8097, -0.9709, 4.0666], [-1.8564, 0.3232, 4.8039], [-1.9702, -1.2637, 5.6011], [1.0495, 0.2555, 5.1917], [1.1036, -0.2142, 6.1836], [0.3137, 1.0647, 5.2348], [2.0254, 0.7012, 4.9786], [3.0440, -1.4104, 3.2877], [3.4223, -2.0530, 4.0940], [3.4176, -0.3989, 3.4697], [3.4736, -1.7737, 2.3508], [1.2852, -3.3731, 1.4908], [1.6583, -4.2501, 2.0394], [2.1106, -2.9790, 0.8908], [0.5102, -3.7202, 0.8019], [-2.0380, 0.7403, -5.1400], [-1.9250, -0.5913, -5.2121], [-0.9272, -1.4435, -5.9515], [0.3787, -0.7632, -6.4181], [1.1820, -0.1811, -5.2799], [1.0518, 1.0106, -4.6848], [0.0878, 2.1344, -4.9607], [-1.1758, 1.7994, -5.7837], [-1.4217, -1.8978, -6.8246], [0.1583, -0.0112, -7.1777], [-0.6637, -2.2865, -5.2972], [-0.8968, 1.5236, -6.8022], [-2.8409, 1.1252, -4.5107], [-2.6620, -1.1699, -4.6535], [-1.7649, 2.7201, -5.8709], [-0.2293, 2.5433, -3.9910], [1.7427, 1.2208, -3.8674], [0.6278, 2.9552, -5.4588], [0.9872, -1.5269, -6.9169], [1.9507, -0.8420, -4.8784], [-0.9459, -0.1935, 0.0625], [1.6283, 1.0536, 0.9735], [-0.1397, 1.0049, -1.1309], [0.7445, 1.9898, -0.3591], [-0.8997, 1.5183, -1.7300], [0.4700, 0.4055, -1.8179], [1.4484, 2.5143, -1.0158], [0.1281, 2.7269, 0.1651], [2.4694, 2.3822, 1.9211], [3.1655, 1.9753, 2.6630], [1.7196, 2.9939, 2.4321], [3.0046, 3.0080, 1.2024], [3.0391, 0.3043, 0.0497], [3.4537, 1.0076, -0.6813], [2.6978, -0.5972, -0.4668], [3.8278, 0.0175, 0.7498], [-2.7027, 0.3548, 0.0779], [-3.3162, -0.2651, 0.7414], [-3.0792, 0.3128, -0.9470], [-2.7434, 1.3956, 0.4135], [-1.0655, -1.6916, -1.0063], [-0.0883, -2.1791, -1.0614], [-1.3934, -1.4227, -2.0168], [-1.7845, -2.3974, -0.5825], [-1.3914, 2.6984, 1.6563], [-1.3831, 1.8778, 2.7504], [-2.6800, 1.4144, 2.8733], [-1.1561, 2.8863, 3.9230], [-1.9921, 3.9738, 3.7276], [-1.4679, 2.4107, 5.1764], [0.1342, 3.3548, 3.9466]],
  "lowdin_spin": [5.03, -0.01, 0.00, -0.01, 0.00, 0.01, 0.00, 0.00, 0.00, 0.00, 0.00, 0.00, 0.00, 0.00, 0.00, 0.00, 0.00, 0.00, 0.00, 0.00, 0.00, 0.00, 0.00, 0.00, 0.00, 0.00, 0.00, 0.00, 0.00, 0.00, 0.00, 0.00, 0.00, 0.00, 0.00, 0.00, 0.00, 0.00, 0.00, 0.00, 0.00, 0.00, 0.00, 0.00, 0.00, 0.00, 0.00, -0.01, 0.00, 0.00, 0.00, 0.00, 0.00, 0.00, 0.00, 0.00, 0.00, 0.00, 0.00, 0.00, 0.00, 0.00, 0.00, 0.00, 0.00, 0.00, 0.00, 0.00, 0.00, 0.00, 0.00, -0.01, 0.00, 0.00, 0.00, 0.00, 0.00]
}


{
  "formula": "C5H13NO",
  "method": "ωB97M-V/def2-TZVPD",
  "molar_mass_g_mol": 103.16,
  "lumo_energy_ev": 0.967,
  "smiles": "CC[C@@H](CO)NC",
  "largest_force_ev_per_a": 2.12,
  "homo_lumo_gap_ev": 9.40,
  "relative_energy_kcal_mol": 38.0,
  "elements": ["C", "C", "C", "C", "O", "N", "C", "H", "H", "H", "H", "H", "H", "H", "H", "H", "H", "H", "H", "H"],
  "xyz": [[1.7801, 0.7954, -0.7794], [0.3849, 1.1472, -0.2281], [-0.2314, -0.0697, 0.5400], [-1.4749, 0.3859, 1.2778], [-1.1116, 1.4118, 2.2382], [-0.6441, -1.1956, -0.2457], [0.0945, -1.7242, -1.3910], [2.1134, -0.2275, -0.5624], [1.8768, 0.7232, -1.8720], [2.5620, 1.4495, -0.4136], [0.5945, 1.8359, 0.5864], [-0.3257, 1.4628, -0.9878], [0.5828, -0.3087, 1.2589], [-1.8636, -0.4200, 1.9268], [-2.2870, 0.7115, 0.6348], [-1.8870, 1.5679, 2.7536], [-1.0215, -1.9499, 0.3020], [-0.5651, -2.3051, -2.0358], [0.8994, -2.4074, -1.0862], [0.5235, -0.8831, -1.9165]],
  "nbo_charge": [-0.63, -0.43, -0.05, -0.06, -0.74, -0.65, -0.40, 0.21, 0.21, 0.21, 0.24, 0.21, 0.16, 0.16, 0.17, 0.47, 0.36, 0.20, 0.16, 0.20]
}


{
  "formula": "C5H9NO",
  "method": "ωB97M-V/def2-TZVPD",
  "molar_mass_g_mol": 99.13,
  "spin_multiplicity": 2,
  "charge": -1,
  "lumo_energy_ev": [3.901, 3.869],
  "largest_force_ev_per_a": 3.74,
  "homo_lumo_gap_ev": [3.01, 6.97],
  "relative_energy_kcal_mol": 40.7,
  "elements": ["O", "C", "C", "C", "C", "C", "N", "H", "H", "H", "H", "H", "H", "H", "H", "H"],
  "xyz": [[-0.3842, -2.4987, 0.6760], [0.3822, -1.5460, 0.4895], [0.1774, -0.4829, -0.6484], [0.4490, 0.9679, 0.0798], [-0.7627, 1.5202, 0.7576], [-1.1598, 2.7996, 0.6214], [1.0902, -0.8819, -1.6841], [1.3081, -1.2984, 1.1885], [-0.9450, -0.5834, -0.9114], [0.7553, 1.7575, -0.6457], [1.3331, 1.0256, 0.7262], [-1.3006, 0.7529, 1.3355], [-2.0475, 3.2312, 1.0690], [-0.5283, 3.5195, 0.2080], [0.8085, -1.6366, -2.1984], [1.5413, -0.1588, -2.1896]],
  "lowdin_spin": [0.32, 0.36, 0.06, 0.03, 0.02, 0.02, 0.06, 0.04, 0.01, 0.01, 0.01, 0.01, 0.00, 0.00, 0.02, 0.02]
}


{
  "formula": "C4H4MnO4",
  "method": "ωB97M-V/def2-TZVPD",
  "molar_mass_g_mol": 171.01,
  "spin_multiplicity": 6,
  "charge": 2,
  "lumo_energy_ev": [-10.252, -12.858],
  "largest_force_ev_per_a": 13.31,
  "homo_lumo_gap_ev": [10.50, 7.99],
  "elements": ["O", "C", "Mn", "C", "C", "O", "O", "C", "O", "H", "H", "H", "H"],
  "xyz": [[-0.3207, -3.5017, 0.9809], [0.0291, -2.4275, 0.6889], [0.4954, -0.7501, 0.2745], [1.1407, -0.9038, -1.3942], [1.7658, -0.3715, 1.4916], [1.4353, -0.6385, -2.4975], [2.4462, 0.2639, 2.2030], [-1.4753, 1.2892, -0.5296], [-0.1821, 1.2343, 0.0985], [-1.2976, 1.0144, -1.5784], [-1.9267, 2.2865, -0.4501], [-2.0681, 0.5277, -0.0153], [-0.0419, 1.9771, 0.7277]],
  "lowdin_spin": [0.15, 0.11, 4.16, 0.10, 0.10, 0.14, 0.14, 0.02, 0.08, 0.00, 0.00, 0.00, 0.00]
}


{
  "formula": "C18H22F2N6O3PPd",
  "method": "ωB97M-V/def2-TZVPD",
  "molar_mass_g_mol": 545.80,
  "spin_multiplicity": 3,
  "charge": 1,
  "lumo_energy_ev": [-2.676, -5.065],
  "largest_force_ev_per_a": 0.34,
  "homo_lumo_gap_ev": [7.50, 6.11],
  "relative_energy_kcal_mol": 31.2,
  "elements": ["Pd", "O", "C", "C", "C", "C", "C", "C", "C", "N", "C", "C", "N", "H", "H", "H", "H", "H", "H", "H", "N", "C", "P", "O", "O", "C", "N", "H", "H", "H", "H", "H", "H", "H", "H", "H", "H", "F", "C", "F", "H", "N", "C", "C", "C", "C", "C", "N", "C", "H", "H", "H", "H"],
  "xyz": [[0.9867, 0.4732, -0.9350], [2.9807, -0.6215, -1.9999], [3.8199, -1.1214, -1.2284], [5.1464, -0.5611, -1.0955], [6.0626, -1.1188, -0.2483], [5.7255, -2.2530, 0.5030], [4.4480, -2.8324, 0.4038], [3.5011, -2.2951, -0.4249], [2.1586, -2.8911, -0.5652], [1.0466, -2.4636, -0.0039], [0.0435, -3.3116, -0.4286], [0.5640, -4.2497, -1.2603], [1.9083, -3.9733, -1.3330], [5.3702, 0.3109, -1.6954], [7.0513, -0.6906, -0.1549], [6.4556, -2.6923, 1.1690], [4.2131, -3.7101, 0.9931], [-0.9781, -3.1756, -0.1130], [0.1154, -5.0702, -1.7905], [2.5889, -4.4584, -1.8932], [-3.2821, 0.8804, -1.7171], [-2.6810, 1.3844, 0.6130], [-1.7227, -0.1859, 0.7648], [-2.5356, -1.2699, 1.3519], [-1.1404, -0.3670, -0.6386], [-0.3985, 0.2760, 1.9522], [0.5175, -0.8781, 2.1928], [-2.4460, 0.2400, -1.6111], [-2.9501, 1.7700, -2.0914], [-3.9835, 0.4973, -2.3497], [-3.1130, 1.6391, 1.5862], [-0.8588, 2.2857, 0.0062], [-0.8747, 0.5399, 2.8968], [0.2007, 1.1171, 1.6129], [1.4116, -0.5420, 2.5524], [0.7411, -1.4557, 1.3119], [0.1011, -1.5292, 2.8573], [2.6126, 1.0467, 1.2818], [2.1101, 1.7315, 0.1458], [1.3521, 2.7712, 0.6992], [2.9862, 2.2115, -0.2971], [-7.1807, 1.4491, -1.2482], [-6.1714, 1.7925, -0.8151], [-4.8766, 2.2101, -0.3595], [-4.6849, 3.4998, 0.0057], [-3.4926, 4.2162, 0.3707], [-2.2174, 3.7682, 0.3171], [-1.8455, 2.4705, 0.1351], [-3.8580, 1.1139, -0.3317], [-5.5760, 4.1166, -0.0344], [-3.6243, 5.2660, 0.5868], [-1.3957, 4.4695, 0.4052], [-4.3314, 0.1701, -0.0509]],
  "lowdin_spin": [0.65, 0.33, 0.08, 0.17, 0.00, 0.25, 0.01, 0.15, 0.02, 0.01, 0.00, 0.00, 0.01, 0.01, 0.00, 0.01, 0.00, 0.00, 0.00, 0.00, 0.00, 0.00, 0.00, 0.00, 0.03, 0.01, 0.00, 0.00, 0.00, 0.00, 0.00, 0.01, 0.00, 0.01, 0.00, 0.00, 0.00, 0.03, 0.15, 0.04, 0.02, 0.00, 0.00, 0.00, 0.00, 0.00, 0.00, 0.00, 0.00, 0.00, 0.00, 0.00, 0.00]
}